Below is a single C3Cl3NS molecule in a non-equilibrium geometry, with properties calculated with ωB97M-V/def2-TZVPD.

Each atom is followed by the atoms it is bonded to, with distances in Å.
Geometry (Å):
1 N 2.58349 -0.32076 -1.35929  C8 1.147
2 Cl -1.42167 -1.83314 -0.22663  C5 1.663
3 Cl -2.83911 0.70937 -0.25237  C5 1.775
4 Cl -0.16456 2.17211 0.47057  C6 1.634
5 C -1.34067 -0.19450 0.04653  Cl2 1.663, Cl3 1.775, C6 1.341
6 C -0.30561 0.54399 0.47292  Cl4 1.634, C5 1.341, S7 2.150
7 S 1.36954 -0.60991 1.16900  C6 2.150, C8 1.674
8 C 2.11859 -0.46718 -0.32071  N1 1.147, S7 1.674

Frontier orbital gap (eV): 8.879
Multiplicity: 1
Maximum force (eV/A): 4.18